[1]
ORCA calculation (the ωB97M-V functional and the def2-TZVPD basis) on a molecular structure, C28H11F19GeKN3OS2.

```
! wB97M-V def2-TZVPD RIJCOSX def2/J DEFGRID3
* xyz -2 1
K 2.6976 0.6146 0.7276
C -0.4953 2.1420 1.3057
N 0.7246 2.4343 0.5651
C 0.5229 2.1590 -0.8505
C 1.1602 3.8048 0.8082
C 2.5006 4.1812 0.1719
N 3.4770 3.1357 0.4024
C 4.7444 3.3293 0.0741
C 5.6686 2.2466 0.2704
F 5.1705 1.0913 0.8000
C 6.9945 2.2906 -0.0536
F 7.7517 1.1934 0.1693
C 7.5907 3.4226 -0.5986
C 6.7388 4.4927 -0.7921
F 7.2395 5.6381 -1.3203
C 5.3979 4.4708 -0.4796
F 4.6864 5.6065 -0.7305
H -1.3442 2.7602 0.9660
H -0.3307 2.3368 2.3671
H -0.7620 1.0910 1.1833
H -0.2578 2.8000 -1.2927
H 0.2083 1.1195 -0.9775
H 1.4517 2.3217 -1.4021
H 1.2377 3.9234 1.8928
H 0.3909 4.5184 0.4550
H 2.7796 5.1476 0.6099
H 2.3491 4.3794 -0.9003
H 8.6365 3.4591 -0.8584
O 4.2038 -4.2677 0.8778
S 4.1959 -2.9077 0.3162
N 3.0784 -1.9474 0.7051
F 0.0730 -1.2689 -2.5769
C -1.1408 -1.7959 -2.8319
C -2.0372 -2.0546 -1.8127
C -3.2473 -2.5827 -2.2175
F -4.2038 -2.8901 -1.3199
C -3.5638 -2.8457 -3.5364
F -4.7557 -3.3629 -3.8839
C -2.6325 -2.5761 -4.5201
F -2.9194 -2.8252 -5.8074
C -1.4085 -2.0469 -4.1688
F -0.5071 -1.7813 -5.1281
Ge -1.5268 -1.4993 0.1319
S 1.7895 -2.1955 1.7544
C -1.8397 -3.3120 1.0688
C -1.8436 -3.2548 2.4521
F -1.8499 -2.0583 3.0744
C -1.8667 -4.3620 3.2752
F -1.8929 -4.2435 4.6114
C -1.8680 -5.6185 2.7025
F -1.8941 -6.7150 3.4754
C -1.8467 -5.7332 1.3297
F -1.8471 -6.9558 0.7710
C -1.8291 -4.5890 0.5472
F -1.7892 -4.8114 -0.7832
C -3.4358 -0.6507 0.4431
C -3.6234 0.5694 -0.1839
F -2.7605 0.9838 -1.1398
C -4.6565 1.4458 0.1000
F -4.7839 2.6165 -0.5466
C -5.5730 1.1039 1.0736
F -6.5899 1.9296 1.3710
C -5.4374 -0.1020 1.7288
F -6.3376 -0.4447 2.6666
C -4.3890 -0.9455 1.3984
F -4.3733 -2.1157 2.0698
*
```

For the maximum force, the calculation gives 0.4 eV Å⁻¹.

[2]
ORCA calculation (the ωB97M-V functional and the def2-TZVPD basis) on 2 unconnected molecules or ions with the total composition C4H15N2O in a non-equilibrium geometry.

```
! wB97M-V def2-TZVPD RIJCOSX def2/J DEFGRID3
* xyz 1 1
C -1.2040 -1.2483 -0.4409
N -1.0589 -1.2304 0.9913
C 0.1556 -1.7091 1.6463
C -0.1318 -0.3332 -1.0660
N -0.0588 0.9113 -0.2452
C -0.9296 2.0284 -0.6556
H -2.1711 -0.8649 -0.7541
H -1.0278 -2.2465 -0.8629
H -1.9059 -1.4046 1.5011
H 0.2288 -2.8035 1.6704
H 0.1397 -1.3115 2.6573
H 1.0619 -1.4208 1.1049
H -0.3940 -0.0358 -2.0829
H 0.8457 -0.8191 -1.0552
H -0.3054 0.5548 0.6976
H 0.9069 1.2487 -0.2245
H -1.9800 1.7626 -0.5374
H -0.7694 2.2440 -1.7085
H -0.7370 2.9151 -0.0622
H 3.0551 1.1826 -0.9677
H 3.5473 1.2569 0.4596
O 2.7327 1.3233 -0.0653
*
```

For the maximum force, the calculation gives 1.1 eV Å⁻¹.

[3]
ORCA calculation (the ωB97M-V functional and the def2-TZVPD basis) on a molecular structure, C38H36Br2HfN5O in a non-equilibrium geometry.

```
! wB97M-V def2-TZVPD RIJCOSX def2/J DEFGRID3
* xyz 1 1
Hf 10.3205 9.9554 12.2394
C 12.0285 8.2825 14.6212
C 13.2579 8.3290 13.6623
C 13.6359 9.7003 13.2682
C 14.9951 10.0174 13.3218
C 15.3893 11.2756 12.8890
C 14.4262 12.1721 12.4900
C 13.1410 11.7614 12.3346
N 12.7234 10.5257 12.7578
N 10.7168 8.2067 13.9628
C 10.4109 6.8808 13.4123
C 9.4960 6.8896 12.2079
C 9.0380 5.6678 11.7172
C 8.5394 5.5970 10.4325
C 8.5456 6.7452 9.6639
C 8.9853 7.9350 10.2062
N 9.4879 7.9322 11.4190
C 9.6703 8.7010 14.9899
C 8.9450 9.9621 14.5506
C 7.7979 10.0827 15.5301
C 6.5633 9.6620 15.2319
C 6.2449 9.2360 13.8938
C 7.2040 9.3329 12.9575
N 8.4486 9.7707 13.1438
H 12.1731 7.4087 15.2392
H 12.0951 9.1694 15.2212
H 14.1453 7.9903 14.1845
H 13.1920 7.6983 12.7649
H 15.7513 9.3821 13.7330
H 16.4625 11.5977 12.9750
H 14.6234 13.2181 12.1846
H 12.3515 12.3434 11.9004
H 11.3129 6.3797 13.1226
H 10.0041 6.2037 14.1910
H 9.0877 4.7724 12.2841
H 8.3529 4.5911 10.0150
H 8.1872 6.8026 8.6573
H 8.9100 8.7738 9.6288
H 8.9469 7.8693 15.1757
H 10.2610 8.7803 15.8799
H 7.9466 10.4514 16.5363
H 5.7999 9.7067 15.9911
H 5.2925 8.8150 13.6151
H 6.8543 9.1382 11.9341
Br 10.6989 14.0155 9.3518
C 11.5415 12.4225 8.9175
C 12.5254 12.3843 7.9551
C 13.2989 11.2650 7.7054
Br 14.6765 11.2923 6.4484
C 13.0817 10.1068 8.5366
C 13.8154 8.9099 8.4367
C 13.5409 7.8722 9.2756
C 12.4108 7.9843 10.1631
N 11.7378 9.0732 10.2417
C 12.0361 10.1263 9.4689
C 11.2782 11.3229 9.7008
O 10.4170 11.2721 10.7004
H 12.7291 13.1635 7.2171
H 14.6570 8.8921 7.7124
H 14.2028 6.9786 9.2652
H 12.0123 7.1765 10.7690
C 9.2736 13.1018 15.6252
C 9.3966 12.5753 14.1656
C 10.3641 13.4188 13.4130
C 9.9381 11.1343 14.2644
C 7.9834 12.7387 13.5385
C 7.8253 12.9348 12.1252
C 6.5840 13.2497 11.5584
C 5.3827 13.2757 12.2935
C 5.4735 13.0943 13.6619
C 6.7586 12.8075 14.2112
H 10.2978 13.0690 16.1718
H 8.5805 12.5495 16.2360
H 9.0454 14.1575 15.6865
H 11.2912 13.4924 14.0327
H 9.9811 14.4157 13.2553
H 10.5791 12.9164 12.5067
H 10.7714 11.1748 15.0280
H 8.6772 12.8931 11.4793
H 6.5909 13.3258 10.4927
H 4.4815 13.5437 11.8287
H 4.6150 13.1302 14.3202
H 6.7490 12.6214 15.2801
*
```

For the maximum force, the calculation gives 3.6 eV Å⁻¹.

[4]
ORCA calculation (the ωB97M-V functional and the def2-TZVPD basis) on C4H8O3 in the gas phase.

```
! wB97M-V def2-TZVPD RIJCOSX def2/J DEFGRID3
* xyz 0 1
O -2.3657 -0.1339 -0.4106
C -1.1827 -0.6184 0.7868
C 0.0534 0.0015 0.1870
C 1.3440 -0.6301 0.6988
O 2.4726 -0.1862 -0.0205
C 0.1275 1.3075 -0.4762
O 0.0248 0.0939 -1.2700
H -1.7241 -0.0804 -1.1730
H -1.5271 0.0032 1.6265
H -2.5400 -1.0937 -0.3041
H 1.4998 -0.3550 1.7486
H 1.2241 -1.7229 0.6485
H 2.2676 -0.3454 -0.9549
H 1.0844 1.8160 -0.5787
H -0.7585 1.9438 -0.5082
*
```

For the maximum force, the calculation gives 0.7 eV Å⁻¹.

[5]
ORCA calculation (the ωB97M-V functional and the def2-TZVPD basis) on 2 unconnected molecules or ions with the total composition C2H3F2I in a non-equilibrium geometry.

```
! wB97M-V def2-TZVPD RIJCOSX def2/J DEFGRID3
* xyz 0 1
C -1.7244 0.1972 0.2902
C -1.1260 -0.8681 -0.1314
F -0.6111 -1.8470 0.6977
F -0.9627 -1.2620 -1.3643
H -1.6001 0.2427 1.4511
H -2.1456 1.0178 -0.3355
I 4.7674 0.8578 -0.4043
H 3.4024 1.6616 -0.2034
*
```

For the maximum force, the calculation gives 3.3 eV Å⁻¹.

[6]
ORCA calculation (the ωB97M-V functional and the def2-TZVPD basis) on 29 unconnected molecules or ions with the total composition H56NO31 in a non-equilibrium geometry.

```
! wB97M-V def2-TZVPD RIJCOSX def2/J DEFGRID3
* xyz -1 1
N 0.0270 -0.0341 0.0118
O -0.1894 -0.2782 -1.1506
O 1.0601 -0.3265 0.5600
O -0.8637 0.5362 0.6269
O 0.4911 -4.2225 0.9749
H 0.6830 -4.8842 0.3104
H 1.2965 -3.7097 1.0426
O 0.7041 5.2632 -0.1905
H 1.5670 5.1455 0.2066
H 0.3777 4.3733 -0.3235
O -0.0098 -1.8737 4.3578
H -0.3803 -2.5871 4.8774
H -0.6995 -1.6481 3.7336
O 1.2318 -0.4664 -3.8629
H 0.9254 -0.4965 -2.9565
H 1.7076 0.3616 -3.9280
O -3.3146 2.3315 -2.8551
H -4.1647 2.7566 -2.7423
H -2.7301 3.0349 -3.1378
O 2.5431 -2.9313 2.4724
H 2.8724 -2.1711 1.9929
H 1.8672 -2.5764 3.0500
O -0.4128 -2.9089 -3.8659
H -0.0189 -2.0855 -4.1543
H -0.6408 -2.7575 -2.9487
O 5.4153 -3.6463 0.9270
H 5.1709 -4.3046 1.5775
H 4.6917 -3.0198 0.9360
O 2.7363 2.0639 -4.1732
H 3.3477 1.7546 -4.8416
H 2.0464 2.5081 -4.6661
O -2.1940 -0.0865 -3.1838
H -2.5764 0.7895 -3.2348
H -1.8456 -0.1448 -2.2942
O 3.1848 -0.5418 4.7404
H 2.6671 -1.2645 5.0952
H 2.5419 0.1391 4.5418
O 0.0763 0.2372 -6.5906
H 0.2956 1.1119 -6.2697
H -0.5984 -0.0771 -5.9887
O 4.4494 1.8168 0.2424
H 3.5153 1.9976 0.3467
H 4.8829 2.4671 0.7950
O -3.7654 2.0874 3.4910
H -3.9877 1.2023 3.7797
H -3.5791 1.9954 2.5566
O -2.1965 4.6515 0.8209
H -1.5471 4.5287 0.1284
H -2.4912 3.7660 1.0333
O 3.8591 -0.8282 1.0358
H 4.2425 -0.1260 0.5103
H 2.9345 -0.8356 0.7884
O -0.7411 2.8627 -0.8799
H -1.0139 1.9595 -0.7186
H -1.3386 3.1762 -1.5588
O -1.7235 -3.8739 2.3555
H -1.7770 -2.9497 2.5987
H -0.8571 -3.9682 1.9597
O -4.0569 -2.8584 -0.8506
H -3.4272 -3.5551 -0.6653
H -4.7874 -3.0310 -0.2566
O 2.6613 -2.6862 -4.9134
H 1.8057 -3.0992 -5.0295
H 2.4786 -1.8932 -4.4094
O -3.1838 1.7613 1.0358
H -2.2920 1.4140 1.0180
H -3.7082 1.0991 0.5855
O -1.2983 2.9822 5.0104
H -2.1334 2.5643 4.8003
H -1.3988 3.8848 4.7079
O -1.9016 -1.0382 2.8611
H -1.7677 -0.5377 2.0563
H -2.7884 -0.8107 3.1405
O 2.2736 2.6590 -1.6404
H 2.3785 2.5651 -2.5872
H 1.3386 2.5222 -1.4878
O -4.6109 -0.2896 0.0438
H -3.9257 -0.7655 -0.4255
H -5.3943 -0.8290 -0.0633
O -4.0532 -2.2052 -3.5085
H -3.2917 -1.6401 -3.3777
H -4.2708 -2.5215 -2.6317
O 1.0072 1.7093 3.3496
H 0.9299 1.1766 2.5581
H 0.1048 1.9327 3.5776
O 5.5512 -0.4757 3.1051
H 5.1675 -0.8054 2.2925
H 4.8390 -0.5226 3.7430
*
```

For the maximum force, the calculation gives 3.2 eV Å⁻¹.

[7]
ORCA calculation (the ωB97M-V functional and the def2-TZVPD basis) on a molecular structure, C14H30CrIOP2 in a non-equilibrium geometry.

```
! wB97M-V def2-TZVPD RIJCOSX def2/J DEFGRID3
* xyz 2 4
C 2.7617 0.6389 -2.3678
I 2.8518 2.8522 -0.6442
H 1.9968 -0.1578 -2.6140
H 3.7757 0.2829 -2.2011
H 2.7545 1.4017 -3.1659
Cr 1.4190 0.7657 -0.8304
P 2.1842 -1.0786 0.3598
C 3.3569 -0.4634 1.6193
C 1.2525 -2.3345 1.2994
H 1.7835 -2.7014 2.1861
H 3.8391 -2.8375 -0.1087
H 1.0097 -3.1831 0.6552
H 2.5363 -2.7738 -1.3285
H 2.8771 0.3019 2.2450
H 0.3122 -1.8966 1.6321
C 3.2182 -2.1686 -0.7200
H 3.6762 -1.2997 2.2625
H 3.8598 -1.5951 -1.3692
H 4.2455 -0.0127 1.1518
P -0.4341 1.2991 -2.0064
C -0.7576 3.1007 -1.9385
C -0.0203 0.9964 -3.7649
H -2.1562 -0.2658 -2.6330
H -2.8040 1.3737 -2.2682
H -2.3707 0.2566 -0.9539
C -2.0909 0.5891 -1.9585
H -0.1638 -0.0756 -3.9731
H -0.6530 1.6006 -4.4183
H -1.7075 3.3507 -2.4379
H 0.0545 3.6422 -2.4309
H 1.0145 1.2478 -3.9966
H -0.8146 3.4521 -0.8957
C 0.9795 1.6558 0.7572
O 0.5742 2.1765 1.7311
C -2.1929 -1.7873 2.7795
C -2.3487 -0.4903 2.0223
C -3.7032 -0.6258 1.3628
C -2.4595 0.5945 3.0422
C -1.2222 -0.2445 1.0539
C -0.2485 0.1129 0.3143
H -3.0674 -1.9091 3.4490
H -1.2995 -1.7768 3.4058
H -2.1569 -2.6564 2.1195
H -4.4489 -0.8560 2.1389
H -4.0158 0.2981 0.8792
H -3.7322 -1.4366 0.6276
H -1.5316 0.7008 3.5940
H -2.6760 1.5529 2.5790
H -3.2577 0.3832 3.7586
*
```

Its expectation value of S² is 3.900. For the maximum force, the calculation gives 6.6 eV Å⁻¹.

[8]
ORCA calculation (the ωB97M-V functional and the def2-TZVPD basis) on 2 unconnected molecules or ions with the total composition C6H13NO in a non-equilibrium geometry.

```
! wB97M-V def2-TZVPD RIJCOSX def2/J DEFGRID3
* xyz 0 1
C -0.9912 -0.5201 2.5735
C -0.6120 -1.0352 1.3980
C 0.7390 -1.6424 1.2283
C 1.2421 -1.8287 -0.1796
O 1.4362 -1.9309 2.1991
H -0.3408 -0.5520 3.4438
H -1.9617 -0.0490 2.6893
H -1.2592 -0.9834 0.5329
H 1.9679 -1.0435 -0.4093
H 1.7162 -2.8093 -0.2690
H 0.4272 -1.7849 -0.9053
C -1.1138 0.9165 -1.9066
N 0.1110 1.6894 -1.7860
C 0.4448 1.9938 -0.4032
H -0.9740 -0.1140 -1.5737
H -1.4199 0.8822 -2.9564
H -1.9360 1.3638 -1.3387
H 0.8831 1.1869 -2.2233
H 0.7435 1.0995 0.1462
H 1.2882 2.6903 -0.3787
H -0.3907 2.4713 0.1187
*
```

For the maximum force, the calculation gives 1.5 eV Å⁻¹.

[9]
ORCA calculation (the ωB97M-V functional and the def2-TZVPD basis) on 4 unconnected molecules or ions with the total composition C30H30BCl6F6NO5Si in a non-equilibrium geometry.

```
! wB97M-V def2-TZVPD RIJCOSX def2/J DEFGRID3
* xyz 0 1
C 5.5444 -2.3154 2.0456
B 3.9894 -2.2259 1.7651
O 3.1145 -2.8335 2.6193
Si 3.2945 -1.2070 0.1826
C 1.4377 -1.3897 -0.1303
C 0.8680 -0.1492 -0.8284
C -0.5990 -0.2739 -1.2927
C -1.3266 1.0546 -1.1020
N -1.5633 1.3046 0.3404
C -2.7885 2.0215 0.5758
C -3.7419 1.3021 1.4808
O -3.0213 3.1019 0.0940
C 3.6483 0.6950 0.2587
O 3.7735 1.3156 -0.7757
C 3.7312 1.5081 1.5690
F 4.1860 0.7581 2.5990
F 2.4445 1.8764 1.8702
C 4.5594 2.8108 1.4828
F 4.0388 3.6574 0.5651
F 4.4593 3.4227 2.6971
C 6.0657 2.6134 1.1942
F 6.6219 1.7756 2.0872
F 6.6505 3.8373 1.3383
C 6.3493 2.0989 -0.2336
O 6.6844 0.9741 -0.4069
O 6.2042 3.0154 -1.2101
H 5.8337 -1.5739 2.7959
H 6.1150 -2.0804 1.1473
H 5.8300 -3.3052 2.4049
H 3.5788 -3.0978 3.4228
H 3.9957 -1.7013 -1.0272
H 1.2726 -2.2700 -0.7496
H 0.9586 -1.5537 0.8371
H 1.4815 0.0532 -1.7090
H 0.9411 0.7095 -0.1604
H -0.6119 -0.5180 -2.3560
H -1.0886 -1.0649 -0.7250
H -0.6556 1.8183 -1.5006
H -2.2556 1.0650 -1.6672
H -0.8169 1.8920 0.6945
H -3.9632 0.3341 1.0311
H -3.2254 1.0969 2.4188
H -4.6320 1.8930 1.6639
H 5.3344 2.8686 -1.6171
Cl 0.4171 2.8887 -3.5114
C 0.1441 4.5792 -3.2760
C 0.7339 5.2005 -2.1848
C 0.5380 6.5530 -1.9673
C -0.2495 7.2882 -2.8425
C -0.8408 6.6681 -3.9297
C -0.6469 5.3123 -4.1486
Cl -1.4056 4.5700 -5.5129
H 1.3463 4.6213 -1.5071
H 0.9993 7.0319 -1.1147
H -0.4046 8.3456 -2.6782
H -1.4568 7.2350 -4.6131
Cl -1.2697 -3.7846 0.8805
C -0.4438 -5.2800 1.1126
C -0.8158 -6.0714 2.1913
C -0.1894 -7.2833 2.4204
C 0.8158 -7.7129 1.5663
C 1.1891 -6.9256 0.4919
C 0.5647 -5.7068 0.2617
Cl 1.0982 -4.7886 -1.1124
H -1.6012 -5.7306 2.8509
H -0.4868 -7.8914 3.2637
H 1.3086 -8.6606 1.7349
H 1.9714 -7.2551 -0.1772
Cl -6.7095 -2.5310 2.4174
C -7.3568 -1.8709 0.9562
C -8.6222 -1.3028 0.9847
C -9.1693 -0.7661 -0.1677
C -8.4514 -0.7961 -1.3552
C -7.1901 -1.3649 -1.3863
C -6.6398 -1.9033 -0.2321
Cl -5.0620 -2.6061 -0.3140
H -9.1761 -1.2832 1.9125
H -10.1560 -0.3249 -0.1384
H -8.8732 -0.3762 -2.2579
H -6.6259 -1.3920 -2.3077
*
```

For the maximum force, the calculation gives 1.2 eV Å⁻¹.

[10]
ORCA calculation (the ωB97M-V functional and the def2-TZVPD basis) on a gas-phase ion, C2H5N4 (charge +1) in a non-equilibrium geometry.

```
! wB97M-V def2-TZVPD RIJCOSX def2/J DEFGRID3
* xyz 1 1
H -0.2325 -2.7407 1.5341
N 0.2449 -1.8713 1.3933
C -0.3118 -0.9761 0.7339
N -1.6556 -0.7599 0.4824
N 0.3743 0.2119 0.2601
C 0.9057 1.0692 -0.3511
N 1.3821 1.9037 -1.1618
H -1.7410 -0.0006 -0.2760
H -2.1376 -1.5560 0.2702
H 2.2079 2.4744 -0.9273
H 0.9636 2.2455 -1.9577
*
```

For the maximum force, the calculation gives 5.4 eV Å⁻¹.

| no. | DFT total energy (Eh) |
| --- | --- |
| 1 | -6683.78398 |
| 2 | -345.91410 |
| 3 | -7014.57067 |
| 4 | -382.75108 |
| 5 | -575.38146 |
| 6 | -2420.82278 |
| 7 | -2650.76217 |
| 8 | -366.35598 |
| 9 | -5266.87163 |
| 10 | -297.91436 |